1.
64
Properties=species:S:1:pos:R:3:forces:R:3 method="wB97M-V/def2-TZVPD" e_above_lowest_kj_mol=11.4 total_charge=-1 gap_ev=6.09 lumo_energy_ev=1.160 homo_energy_ev=-4.92 energy_ha=-4112.48424
Zn -1.18314 -1.83686 0.04651 0.1 0.5 -0.1
O -6.18578 -2.36139 3.42892 0.0 0.1 0.1
C -5.11582 -2.13279 2.62456 0.2 0.0 -0.2
C -5.07956 -2.60011 1.31288 -0.1 0.0 0.0
C -3.94534 -2.35336 0.56704 0.0 -0.1 -0.1
N -2.90555 -1.72331 1.09398 -0.4 -0.1 0.2
C -2.92917 -1.25218 2.33551 0.1 0.1 0.0
C -4.03793 -1.41543 3.13961 -0.1 0.0 0.1
C -1.63332 -0.52445 2.73295 0.0 0.0 -0.1
O -1.63919 0.17059 3.74557 -0.1 -0.1 0.0
O -0.68414 -0.70651 1.90281 -0.2 0.2 0.1
C -3.76785 -2.75609 -0.90935 -0.1 0.0 -0.1
O -4.75170 -3.21090 -1.48855 0.1 0.0 0.1
O -2.60588 -2.52904 -1.37119 -0.2 0.0 0.0
H -6.81171 -2.91882 2.95750 -0.1 0.0 0.0
H -5.90167 -3.14642 0.86668 0.0 0.0 0.0
H -4.05755 -1.01898 4.14453 0.1 0.0 0.0
I 0.21200 -3.90005 0.36356 0.3 -0.4 0.0
C 2.94981 -2.27094 -2.03677 0.0 0.1 -0.1
C 3.21296 -0.83017 -1.61000 -0.2 0.2 0.4
C 4.69067 -0.59287 -1.32718 -0.1 0.1 -0.1
Sb 1.80797 -0.29310 0.03949 0.9 0.1 -0.2
C 3.17355 -0.58643 1.74032 -0.3 0.1 -0.3
C 2.48869 -0.05639 2.99563 0.1 0.0 -0.1
C 3.54437 -2.05737 1.88224 0.0 0.1 0.0
C 2.04269 1.91519 -0.12365 0.0 -0.3 0.0
C 3.32863 2.51655 0.42739 -0.1 0.0 0.0
C 1.83417 2.32780 -1.58100 -0.1 -0.1 0.1
H 3.54490 -2.52637 -2.92174 0.0 0.0 0.0
H 1.89833 -2.42648 -2.28183 0.0 -0.1 0.0
H 3.20405 -2.97683 -1.24439 0.0 0.0 0.0
H 2.89639 -0.16536 -2.42075 0.0 0.0 0.0
H 5.05401 -1.24778 -0.53354 0.0 0.0 0.0
H 4.87890 0.44026 -1.03250 0.1 0.0 0.0
H 5.28547 -0.79580 -2.22594 0.0 0.0 0.0
H 4.06552 0.00653 1.51652 0.0 0.0 0.0
H 1.58323 -0.62696 3.20114 0.0 0.0 0.1
H 2.18787 0.98751 2.87830 0.0 0.0 0.1
H 3.15515 -0.12344 3.86274 0.0 0.0 0.0
H 2.67006 -2.64658 2.16134 0.0 0.0 0.0
H 4.30688 -2.18335 2.65924 0.0 0.0 0.0
H 3.93394 -2.47054 0.95044 0.0 -0.1 0.0
H 1.20715 2.30062 0.46969 0.0 -0.1 0.0
H 4.19697 2.16577 -0.13242 0.0 0.0 0.0
H 3.47514 2.27199 1.47992 0.1 0.0 0.0
H 3.29958 3.60991 0.34201 0.1 0.0 0.0
H 2.76008 2.20265 -2.14686 0.0 0.0 0.0
H 1.53588 3.37890 -1.65881 0.0 0.0 0.0
H 1.06282 1.72461 -2.06939 0.0 0.1 -0.1
N -2.99007 4.74097 -1.98194 0.0 -0.2 0.2
C -2.60475 3.76255 -2.81933 -0.1 0.5 -0.5
S -2.60057 4.01757 -4.45099 0.0 -0.1 0.1
C -2.17093 2.48995 -2.20361 0.2 -0.4 0.4
C -2.12731 1.31315 -2.94565 -0.1 0.2 0.0
C -1.73838 0.13587 -2.33213 0.0 -0.1 0.0
N -1.37358 0.07732 -1.05090 -0.2 0.0 0.0
C -1.39741 1.20177 -0.33772 0.1 0.0 0.2
C -1.78584 2.41850 -0.86359 -0.1 0.0 -0.2
H -3.32548 5.59717 -2.38631 0.0 0.0 0.0
H -3.14133 4.57148 -1.00239 0.0 0.0 0.0
H -2.42128 1.32399 -3.98440 0.0 0.0 0.0
H -1.73373 -0.80490 -2.86694 0.0 0.0 0.0
H -1.08396 1.11022 0.69503 0.0 0.0 0.0
H -1.75789 3.28904 -0.22229 0.0 0.0 0.0

***

2.
57
Properties=species:S:1:pos:R:3:forces:R:3 method="wB97M-V/def2-TZVPD" e_above_lowest_kj_mol=33.5 smiles="CCOC(=O)c1c(C)c(-c2ccccc2)n(CC(=O)NCCC(C)C)c1C" gap_ev=8.82 lumo_energy_ev=0.686 homo_energy_ev=-8.13 energy_ha=-1191.61603
C 4.19003 -0.21231 3.83418 -0.4 -0.2 -0.2
C 2.96312 -1.10380 3.78647 0.2 -0.1 0.6
O 2.38907 -1.00803 2.48745 0.0 0.1 -0.3
C 1.30118 -1.76602 2.26613 -0.2 -0.3 0.4
O 0.82840 -2.47970 3.12718 0.2 0.1 0.0
C 0.77268 -1.61264 0.91812 -0.4 0.1 -0.5
C 1.28082 -0.79434 -0.13793 -0.2 -0.1 -0.2
C 2.50450 0.05251 -0.11614 0.0 0.0 -0.1
C 0.43756 -0.96505 -1.20790 0.5 0.2 0.3
C 0.49505 -0.35351 -2.53636 0.0 0.1 -0.1
C 0.49469 1.03249 -2.66536 0.0 -0.1 0.0
C 0.54584 1.62049 -3.91538 0.0 0.1 -0.1
C 0.59977 0.83306 -5.05276 0.0 0.0 -0.1
C 0.61580 -0.54645 -4.93389 0.0 -0.1 -0.1
C 0.56720 -1.13744 -3.68535 0.0 0.0 0.0
N -0.55341 -1.85914 -0.85195 0.3 -0.2 0.2
C -1.75242 -2.05956 -1.61579 -0.5 0.1 -0.4
C -2.69868 -0.84374 -1.52967 0.3 -0.4 0.1
O -3.42500 -0.53768 -2.44834 -0.2 0.0 -0.3
N -2.65488 -0.20893 -0.34568 0.1 0.2 0.5
C -3.31928 1.04643 -0.08518 -0.1 0.3 -0.1
C -2.33683 2.22169 -0.06215 0.1 -0.4 0.1
C -1.14915 2.04628 0.89475 -0.1 0.3 0.0
C -1.59573 1.78731 2.33191 0.2 -0.1 -0.3
C -0.27081 3.29596 0.84407 0.0 -0.3 0.0
C -0.37106 -2.24240 0.43898 0.3 -0.1 0.4
C -1.27892 -3.19674 1.12785 0.0 -0.1 0.0
H 4.91361 -0.53140 3.08882 0.1 0.0 0.0
H 4.64525 -0.26856 4.81869 0.1 0.0 0.1
H 3.91290 0.81824 3.62852 0.0 0.1 0.0
H 2.21745 -0.79632 4.52958 0.1 -0.1 -0.1
H 3.22231 -2.15027 3.98593 -0.1 0.2 0.0
H 2.68615 0.47300 -1.10271 0.1 0.1 0.0
H 3.36723 -0.53740 0.18565 0.1 0.1 0.0
H 2.39626 0.86300 0.60305 0.1 0.1 0.0
H 0.44633 1.64453 -1.77735 0.0 0.1 0.1
H 0.53866 2.69727 -4.00333 0.0 0.1 0.0
H 0.63315 1.29270 -6.02923 0.0 0.0 -0.1
H 0.66975 -1.16459 -5.81810 0.0 0.0 -0.1
H 0.60877 -2.21424 -3.59659 0.0 -0.1 0.0
H -1.52056 -2.20874 -2.67178 -0.1 0.0 0.2
H -2.28257 -2.94166 -1.25037 0.1 0.1 0.0
H -1.98405 -0.50630 0.34653 0.1 -0.1 -0.2
H -4.04746 1.19170 -0.88604 0.0 0.0 0.2
H -3.85203 0.97239 0.86690 0.0 0.0 -0.1
H -2.89191 3.12002 0.21535 0.0 0.1 0.0
H -1.95123 2.36502 -1.07399 0.0 0.1 -0.1
H -0.54359 1.19645 0.55907 0.0 0.0 0.0
H -0.72938 1.74588 2.98829 0.1 0.0 0.1
H -2.24834 2.58675 2.67710 -0.1 0.1 0.1
H -2.12624 0.84300 2.42554 -0.1 -0.1 0.1
H -0.82022 4.16157 1.20840 -0.1 0.1 0.0
H 0.61311 3.16585 1.46430 0.1 0.0 0.1
H 0.05302 3.50282 -0.17367 0.1 0.1 -0.1
H -1.28848 -4.15760 0.61222 -0.1 -0.1 0.0
H -2.30269 -2.82276 1.17238 -0.1 0.0 0.0
H -0.91476 -3.34908 2.13958 -0.1 0.0 0.0

***

3.
58
Properties=species:S:1:pos:R:3:forces:R:3 method="wB97M-V/def2-TZVPD" e_above_lowest_kj_mol=52.9 smiles="CC[C@@](C)(C(=O)NC1CCCCC1)N(Cc1ccco1)C(=O)Cc1cccs1" gap_ev=8.97 lumo_energy_ev=0.658 homo_energy_ev=-8.31 energy_ha=-1589.75595
C -1.55928 2.38223 2.77115 -0.1 -0.1 -0.1
C -1.94734 1.43101 1.64137 0.2 0.1 0.1
C -1.14856 1.59770 0.33509 0.0 -0.2 0.1
C -1.02800 3.07314 -0.04591 0.0 -0.2 -0.1
C 0.31594 1.07444 0.33537 -0.2 0.3 0.2
O 0.95018 1.13870 -0.69830 0.1 0.0 -0.3
N 0.84020 0.68680 1.51165 0.2 0.1 0.3
C 2.14269 0.04914 1.57735 0.0 0.0 0.2
C 1.99768 -1.46689 1.71277 0.2 0.1 -0.4
C 3.37202 -2.12472 1.76317 -0.1 -0.1 0.3
C 4.18697 -1.56529 2.92602 0.2 0.0 -0.3
C 4.32165 -0.05006 2.80467 -0.1 -0.1 0.3
C 2.94653 0.60983 2.75027 0.2 0.0 -0.4
N -1.83083 0.79519 -0.70572 0.1 0.2 0.2
C -2.56443 1.43328 -1.78244 0.2 -0.3 -0.4
C -1.70099 1.79828 -2.95235 -0.3 1.0 0.1
C -1.42723 3.00568 -3.52678 -0.3 -0.6 0.3
C -0.53448 2.74408 -4.59435 0.2 -0.5 -0.2
C -0.33229 1.40045 -4.58730 0.3 0.7 -0.5
O -1.03961 0.82080 -3.60596 -0.2 -0.4 0.3
C -1.63917 -0.54116 -0.62924 -0.5 0.0 -0.3
O -1.02525 -1.03107 0.30659 0.0 0.1 0.0
C -2.24880 -1.41134 -1.71077 0.1 -0.1 0.0
C -1.84448 -2.84570 -1.59781 0.1 0.0 0.2
C -2.10574 -3.81781 -2.51545 0.0 0.2 0.1
C -1.61942 -5.08766 -2.13507 0.0 -0.2 0.0
C -1.00045 -5.05471 -0.92977 0.0 0.3 0.2
S -0.98777 -3.47784 -0.23792 0.0 -0.8 -0.4
H -2.05267 2.07307 3.69028 0.0 0.0 0.1
H -0.48629 2.38819 2.94242 0.1 0.1 0.1
H -1.87472 3.39857 2.55072 0.0 0.1 0.0
H -1.86244 0.39477 1.97372 -0.1 0.0 -0.1
H -3.00083 1.59773 1.39575 0.0 -0.1 0.0
H -1.98890 3.58165 -0.02377 -0.1 0.1 0.0
H -0.58133 3.16457 -1.03119 0.0 0.1 0.0
H -0.36569 3.55956 0.66568 0.0 0.1 0.1
H 0.20479 0.42484 2.24793 -0.1 0.0 -0.1
H 2.64574 0.28782 0.63501 0.0 0.0 0.1
H 1.41243 -1.84895 0.87589 -0.1 0.0 0.0
H 1.44908 -1.69353 2.63087 -0.1 0.0 0.1
H 3.89858 -1.93417 0.82578 0.0 0.0 -0.1
H 3.25979 -3.20504 1.87134 0.0 0.0 -0.1
H 5.17769 -2.02418 2.94244 0.0 0.0 0.1
H 3.68982 -1.81037 3.86762 0.0 0.0 0.1
H 4.88738 0.34375 3.65189 0.1 0.0 -0.1
H 4.87151 0.19192 1.89275 0.1 0.0 0.0
H 3.05166 1.69126 2.64188 -0.1 0.0 0.0
H 2.40903 0.41298 3.68170 -0.1 0.0 0.1
H -3.03269 2.34228 -1.40359 0.0 -0.1 -0.1
H -3.36343 0.76082 -2.10772 0.0 0.2 0.1
H -1.81271 3.96048 -3.23163 -0.1 0.2 0.2
H -0.10436 3.45985 -5.26378 0.1 0.1 -0.2
H 0.26854 0.76010 -5.20136 0.1 -0.2 0.0
H -1.95031 -1.03382 -2.69086 -0.1 0.0 0.1
H -3.34140 -1.34090 -1.63319 0.1 0.1 0.0
H -2.62992 -3.63244 -3.43716 -0.1 0.1 -0.2
H -1.73108 -5.97226 -2.73681 0.0 -0.2 -0.1
H -0.53701 -5.86508 -0.40293 0.1 -0.2 0.1

***

4.
58
Properties=species:S:1:pos:R:3:forces:R:3 method="wB97M-V/def2-TZVPD" e_above_lowest_kj_mol=0.0 gap_ev=8.76 lumo_energy_ev=0.586 homo_energy_ev=-8.17 energy_ha=-1589.77610
C 1.89531 -1.60385 8.09692 0.0 0.0 0.0
C 1.13092 -1.22241 6.86730 -0.1 0.0 -0.1
C 1.31637 0.03204 6.29031 0.0 -0.1 0.0
C 0.61415 0.40658 5.16553 -0.1 -0.1 -0.1
C -0.29915 -0.47622 4.58687 0.1 -0.5 0.5
C -0.48776 -1.73425 5.15512 0.0 0.2 -0.2
C 0.22250 -2.09648 6.28291 0.1 0.0 0.1
H 0.06802 -3.07371 6.71773 0.0 -0.1 0.0
H -1.19286 -2.41983 4.70965 -0.1 -0.1 0.0
C -1.04274 -0.06688 3.41844 0.0 1.0 -0.6
N -0.97183 1.09169 2.82762 0.4 -0.3 0.7
C -1.86390 1.03352 1.79227 -0.6 -1.0 -0.1
C -2.44668 -0.20682 1.78512 0.1 1.0 -0.6
O -1.92623 -0.90175 2.82554 0.1 -0.2 0.3
C -3.46474 -0.83510 0.90876 0.0 0.0 0.2
H -3.26299 -0.57843 -0.12840 0.0 0.0 0.0
H -3.43180 -1.91447 1.02974 -0.1 -0.1 -0.1
H -4.46422 -0.48471 1.16909 -0.1 -0.1 0.0
C -2.06775 2.17426 0.88388 0.3 -0.2 -0.6
H -3.11469 2.28158 0.60381 0.0 0.1 -0.1
H -1.69223 3.09265 1.32702 -0.1 0.1 0.1
S -1.15932 1.97142 -0.73550 0.5 0.7 1.3
O -1.60205 0.67289 -1.27887 -0.5 -0.9 -0.5
C 0.50763 1.63335 -0.01478 -0.4 0.4 -0.3
C 1.50232 1.41930 -1.14877 -0.2 0.0 0.3
O 2.51752 2.07727 -1.24975 0.2 0.2 0.1
N 1.13602 0.43455 -1.98581 -0.2 -0.4 -0.3
H 0.20657 0.04556 -1.88685 0.0 0.1 0.2
C 1.81159 0.18089 -3.24016 0.5 -0.1 -0.4
C 2.02814 -1.32151 -3.43062 -0.1 0.1 0.2
C 0.70985 -2.04834 -3.67630 0.2 0.0 -0.3
C -0.01044 -1.44412 -4.87547 -0.2 0.1 0.4
H -0.95455 -1.96810 -5.03926 0.0 0.0 -0.1
C -0.28497 0.04751 -4.66933 0.2 -0.1 -0.5
C -1.02981 0.60654 -5.88062 0.0 0.0 0.3
H -1.35838 1.62635 -5.70386 -0.1 0.1 -0.1
H -1.90948 0.00122 -6.08916 -0.1 0.0 -0.1
H -0.39042 0.59417 -6.76147 0.1 0.0 -0.1
H -0.92711 0.16833 -3.79050 0.0 0.0 0.1
C 1.03776 0.79177 -4.42734 -0.2 0.1 0.4
C 0.82038 2.28718 -4.19315 0.2 -0.2 -0.2
H 0.02382 2.44862 -3.46799 -0.1 0.1 0.0
H 1.72914 2.74310 -3.80719 0.1 0.1 0.0
H 0.55298 2.79076 -5.11768 -0.1 0.1 -0.1
H 1.66940 0.66509 -5.31406 0.0 -0.1 0.0
H 0.60287 -1.57527 -5.77091 0.0 0.0 -0.1
H 0.07129 -1.97485 -2.79373 -0.1 -0.1 0.1
H 0.90477 -3.10820 -3.85406 -0.1 0.0 0.1
H 2.68752 -1.47065 -4.28793 0.1 0.0 0.0
H 2.52599 -1.72747 -2.54794 0.1 0.0 0.0
H 2.78258 0.68282 -3.15836 -0.2 -0.1 0.0
H 0.42661 0.74419 0.60777 -0.1 0.0 0.0
H 0.80384 2.49007 0.58434 0.1 0.0 0.0
H 0.75201 1.37673 4.71561 0.0 0.1 0.0
H 2.02166 0.71893 6.73553 0.1 0.1 0.0
H 1.60563 -0.96627 8.93191 0.0 0.0 0.1
H 1.70661 -2.63864 8.37062 0.0 -0.1 0.1
H 2.96430 -1.47261 7.93638 0.1 0.0 0.1